[1]
One molecule with the formula CH3ClN2O2. Source: the OMol25 dataset; level of theory: ωB97M-V/def2-TZVPD.

XYZ file:
```
9
Properties=species:S:1:pos:R:3:forces:R:3:nbo_charge:R:1
C -1.44079 0.11358 0.06177 -2.136 -2.878 -1.683 -0.292
O -0.27888 0.73955 -0.28904 2.517 1.763 -0.643 -0.326
N 0.86593 0.00830 -0.04936 1.178 -2.099 0.857 0.518
O 0.80489 -1.19181 0.21678 -0.862 0.621 -0.328 -0.436
N 1.92075 0.68986 -0.11789 -1.236 1.854 -0.620 -0.286
Cl 3.31028 -0.19731 0.02932 0.468 -0.577 0.184 0.183
H -1.57385 0.14657 1.17440 -0.312 -0.364 -1.110 0.202
H -2.21674 0.67486 -0.56664 0.890 -0.657 1.429 0.221
H -1.39158 -0.98360 -0.45933 -0.507 2.337 1.914 0.216
```
Positions in Å, forces in eV/Å.

As for the SMILES: CO/[N+]([O-])=N/Cl. For the frontier orbital gap, the calculation gives 10.63 eV.

=====

[2]
An isolated ion of composition C6H7O9 and charge -1. Source: the OMol25 dataset; level of theory: ωB97M-V/def2-TZVPD.

XYZ file:
```
22
Properties=species:S:1:pos:R:3:forces:R:3:nbo_charge:R:1
C -0.77513 -2.34634 -1.75384 -2.484 -1.221 1.748 0.766
C -0.98840 -2.47219 -0.11616 2.567 0.747 1.160 0.654
C -1.46426 -0.06498 0.96455 1.050 -1.762 -2.204 0.795
C 1.74279 1.53096 -0.59174 1.164 -4.606 1.623 -0.081
C -0.66904 0.90471 0.08755 -0.387 -0.222 -0.703 -0.031
C 0.80254 0.72510 0.38388 1.696 1.988 1.320 0.079
O -1.47516 -3.04963 -2.42933 -0.071 -0.505 -1.049 -0.647
O 0.05347 -1.47272 -1.88386 1.768 1.429 -0.341 -0.708
O -1.70578 -1.29222 0.45393 -1.535 2.456 1.206 -0.590
O -0.25090 -2.98313 0.66324 -1.179 -0.629 -0.778 -0.511
O -1.87648 0.39299 2.03502 -0.065 0.808 -0.431 -0.166
O -2.83781 -0.25569 2.73859 -0.843 -0.960 1.103 -0.547
O 3.11254 1.33876 -0.11307 -1.202 1.141 -0.764 -0.734
O -1.06135 2.28771 0.05562 0.015 -0.862 0.464 -0.702
O 1.19784 -0.61601 0.52375 -1.382 -1.264 -2.609 -0.773
H 1.54128 2.50342 -0.64545 -0.773 4.115 0.474 0.174
H 1.62900 1.19263 -1.59425 0.026 -0.876 -0.978 0.164
H -0.90849 0.52542 -0.91519 0.326 0.267 0.059 0.228
H 1.02994 1.23347 1.41998 -0.572 -0.923 -1.541 0.165
H 3.15047 0.41163 0.08804 0.080 -0.894 0.211 0.477
H -1.00532 2.68514 0.93592 0.047 -0.340 -0.028 0.474
H 0.75826 -1.17905 -0.30719 1.755 2.112 2.058 0.513
```
Positions in Å, forces in eV/Å.

As for the charge: -1. For the frontier orbital gap, the calculation gives 8.72 eV.

=====

[3]
One molecule with the formula C3H7NO. Source: the OMol25 dataset; level of theory: ωB97M-V/def2-TZVPD.

XYZ file:
```
12
Properties=species:S:1:pos:R:3:forces:R:3:nbo_charge:R:1
C -2.49945 -0.28523 -0.09813 -3.132 -0.105 0.853 -0.148
N -1.34504 0.13361 -0.26779 1.982 0.877 -1.377 -0.124
O -0.43163 -0.08487 0.69566 -0.811 -0.352 2.338 -0.381
C 0.78381 0.59308 0.54106 2.042 -3.186 -1.455 -0.074
C 1.74011 -0.29208 -0.32344 -0.263 1.169 -2.310 -0.652
H -3.15626 -0.02834 -0.92294 0.067 -0.153 -0.159 0.182
H -3.09411 -0.66077 0.78701 1.565 -0.015 -0.540 0.176
H 0.72941 1.56733 0.16345 -0.520 1.359 -0.547 0.188
H 1.36587 0.53688 1.41547 -0.452 0.618 2.045 0.196
H 2.45076 -1.01451 0.06510 -0.230 0.207 0.943 0.213
H 1.15300 -0.82888 -1.05096 -0.498 -0.416 -0.170 0.219
H 2.30351 0.36377 -1.00449 0.251 -0.002 0.378 0.206
```
Positions in Å, forces in eV/Å.

As for the SMILES: C=NOCC. For the frontier orbital gap, the calculation gives 10.71 eV.

=====

[4]
C45H95N5O5 as an isolated structure. Source: the OMol25 dataset; level of theory: ωB97M-V/def2-TZVPD.

XYZ file:
```
150
Properties=species:S:1:pos:R:3:forces:R:3:mulliken_charge:R:1
C 15.30217 -29.59779 -6.13825 1.252 -1.434 -0.377 -1.745
C 15.38787 -30.98969 -6.94731 -2.302 -1.444 1.966 1.307
C 14.73259 -30.68884 -8.27284 1.578 -1.151 -2.802 -1.296
C 14.95624 -31.86852 -9.30508 -1.098 0.153 1.391 -1.105
C 16.37134 -32.38731 -9.33582 0.518 0.718 -0.582 -0.909
C 17.06491 -32.71880 -7.95172 -1.925 -1.300 -1.203 0.437
N 16.68963 -31.70238 -6.95379 -0.121 2.580 -2.953 0.406
O 17.21224 -31.88624 -5.68736 -0.246 0.944 0.608 -0.355
C 16.45702 -34.11552 -7.53122 -4.376 2.742 -2.787 -0.346
C 18.63039 -32.86743 -8.11013 0.163 4.503 3.044 0.081
C 14.32667 -32.01634 -6.30139 -0.174 2.079 0.815 -1.818
H 16.12011 -28.93142 -6.41215 0.024 0.003 -0.527 0.464
H 15.43874 -29.68399 -5.06027 -0.449 -0.388 0.049 0.346
H 14.35738 -29.12284 -6.40264 0.045 -0.107 0.217 0.419
H 13.64923 -30.57176 -8.24611 0.124 0.261 0.697 0.466
H 15.15926 -29.79248 -8.72292 0.057 0.242 0.006 0.458
H 14.65028 -31.56664 -10.30675 0.105 0.182 -0.019 0.474
H 14.24967 -32.65289 -9.03380 0.013 -0.217 0.069 0.343
H 16.80784 -31.64987 -10.00944 1.267 0.582 0.689 0.536
H 16.41495 -33.22734 -10.02902 -0.068 -0.611 0.544 0.249
H 16.97588 -34.32117 -6.59494 -8.080 1.765 -6.904 -0.995
H 15.37895 -34.15337 -7.37495 -0.137 0.432 -0.393 0.458
H 16.79667 -34.83002 -8.28104 -5.824 1.742 1.449 0.770
H 19.08534 -33.01520 -7.13070 -0.101 0.608 -0.144 -0.264
H 18.93032 -33.73871 -8.69236 3.922 4.020 5.532 -0.305
H 19.00449 -31.92180 -8.50248 0.130 0.115 -0.155 0.494
H 14.73730 -32.42447 -5.37785 -0.039 -0.505 -0.231 0.233
H 13.80338 -32.70855 -6.96102 0.854 -0.303 -0.059 0.392
H 13.50079 -31.37808 -5.98732 -0.197 0.148 0.328 0.586
H 18.03668 -31.40518 -5.78974 0.313 0.202 0.660 0.311
C 21.10828 -35.73239 3.73731 -1.811 0.251 -0.184 -1.593
C 20.48474 -36.52321 2.55234 0.518 -0.371 -0.304 1.107
C 19.15336 -37.24895 2.96567 -0.197 -0.085 -0.442 -1.339
C 17.83705 -36.40253 2.89038 1.553 -0.486 -0.862 -0.965
C 17.65847 -35.68105 1.53621 1.293 1.721 0.729 -1.125
C 18.98772 -34.91360 1.05299 -0.889 -0.088 1.305 1.124
N 20.25101 -35.57036 1.41856 -1.352 -3.184 0.842 0.687
O 21.46689 -35.09321 0.91801 -6.142 4.766 6.545 -0.223
C 18.93101 -34.81689 -0.54539 0.181 -6.116 18.121 -1.225
C 19.03372 -33.49719 1.66408 -0.212 0.016 -0.251 -1.892
C 21.57407 -37.65466 2.14722 -1.319 1.543 -0.361 -2.044
H 22.01375 -35.18800 3.46925 0.111 -0.422 0.140 0.274
H 21.11832 -36.30459 4.66499 0.765 -0.287 -0.146 0.441
H 20.34889 -34.98322 3.96131 0.027 0.452 0.077 0.445
H 19.08425 -38.18273 2.40767 -0.183 0.139 -0.618 0.487
H 19.25726 -37.64546 3.97567 0.185 0.349 0.308 0.497
H 18.01833 -35.67216 3.67891 -0.579 0.402 -0.067 0.391
H 16.93879 -36.97595 3.11936 0.196 -0.162 0.215 0.459
H 16.97391 -34.86686 1.77409 -0.047 0.326 -0.045 0.405
H 17.10657 -36.11479 0.70233 0.570 -1.128 0.078 0.468
H 17.94586 -34.60233 -0.95958 -2.210 0.098 2.558 0.632
H 19.71361 -34.10279 -0.80166 1.252 1.063 4.266 0.908
H 19.19114 -35.77678 -0.99155 -0.114 -0.878 2.702 0.716
H 20.03576 -33.28678 2.03788 -0.011 0.156 -0.210 0.265
H 18.77663 -32.78209 0.88265 0.011 0.390 0.058 0.460
H 18.34103 -33.34080 2.49101 -0.071 -0.127 0.047 0.414
H 21.43847 -38.00120 1.12270 -0.525 -0.220 -0.017 0.400
H 21.49467 -38.52696 2.79599 0.375 0.263 0.246 0.452
H 22.53545 -37.14245 2.10854 0.256 -0.423 0.613 0.454
H 21.54525 -35.67433 0.15790 -4.289 2.022 2.065 -0.451
C 19.42489 -37.41001 -9.44778 0.109 1.068 0.742 -1.535
C 19.63489 -35.81623 -9.12467 1.398 -3.256 0.104 1.199
C 20.19490 -35.86964 -7.60780 -1.022 -0.866 -4.374 0.043
C 21.70733 -36.01921 -7.49922 1.398 1.353 -1.495 -0.328
C 22.46014 -34.92492 -8.35961 -2.224 -1.331 -0.233 -1.157
C 22.12433 -35.12504 -9.83138 0.825 -1.510 -1.791 1.178
N 20.62667 -35.25561 -10.10227 1.258 1.192 2.604 0.864
O 20.35776 -35.69958 -11.39050 -0.092 0.135 -0.486 -0.594
C 22.72653 -33.94595 -10.53621 -1.029 2.937 0.060 -1.896
C 23.03133 -36.25201 -10.42045 -0.764 -0.512 0.604 -1.771
C 18.31168 -35.03703 -9.21850 1.223 -4.025 -3.798 -1.500
H 20.37250 -37.94795 -9.47540 0.393 0.407 -0.366 0.370
H 18.85329 -37.69137 -10.33221 -0.055 0.327 0.044 0.294
H 19.00206 -37.84401 -8.54172 -0.706 0.024 -0.201 0.407
H 19.83230 -34.98623 -7.08224 -0.609 -2.087 -2.136 -1.144
H 19.68955 -36.65156 -7.04098 0.937 -0.265 -4.265 0.213
H 22.07327 -36.94293 -7.94747 -0.154 -0.421 0.535 0.868
H 22.15663 -35.76552 -6.53909 -0.529 -1.235 0.235 -0.109
H 23.53853 -35.02699 -8.23812 -0.090 0.314 0.118 0.762
H 22.07167 -33.94141 -8.09521 0.509 0.173 0.195 0.045
H 23.75519 -33.72234 -10.25344 0.072 -0.452 0.163 0.388
H 22.67132 -33.76637 -11.60990 -0.211 -0.966 -0.210 0.332
H 22.15363 -33.10841 -10.13819 0.010 0.626 0.002 0.431
H 22.82092 -37.19942 -9.92422 0.230 -0.260 -0.229 0.362
H 22.95007 -36.35382 -11.50264 -0.404 -0.052 0.097 0.371
H 24.06293 -35.94889 -10.24150 0.026 -0.209 0.221 0.455
H 18.49377 -33.96457 -9.28756 -3.768 -4.058 -6.244 0.577
H 17.60104 -35.10605 -8.39489 5.243 -2.231 -1.446 -0.509
H 17.76572 -35.28640 -10.12835 -0.181 -0.687 -0.171 0.529
H 19.89388 -34.92130 -11.70780 -0.088 -0.159 -0.731 0.372
C 23.05364 -37.26067 -2.19179 -0.698 -2.841 -1.048 -1.650
C 23.72004 -36.28677 -1.26875 0.346 -3.669 -2.444 1.099
C 24.62987 -37.23921 -0.41162 2.723 1.018 -0.785 -1.053
C 26.11763 -37.36209 -1.00629 -1.289 1.747 -0.721 -0.892
C 26.58182 -35.96796 -1.58404 0.549 -1.756 1.078 -1.198
C 25.73235 -35.38972 -2.70498 -0.876 -0.270 -0.190 1.682
N 24.39624 -35.27627 -2.11301 0.541 0.878 1.613 -0.495
O 23.51737 -34.68499 -3.07524 5.251 2.411 5.054 -0.055
C 26.06032 -33.94242 -3.07727 0.052 0.492 -0.473 -1.744
C 25.85469 -36.30674 -3.96814 0.161 -0.603 0.292 -1.503
C 22.58535 -35.79574 -0.42986 7.172 -1.016 -4.718 0.442
H 23.61986 -37.94610 -2.82239 0.983 0.169 0.201 0.392
H 22.39788 -36.78081 -2.91830 1.477 -2.885 1.078 0.021
H 22.47024 -37.95395 -1.58591 -0.388 -0.068 0.061 0.504
H 24.68302 -36.83737 0.60022 0.171 -0.124 0.190 0.529
H 24.32823 -38.28652 -0.39497 -0.902 0.395 0.168 0.180
H 26.18372 -38.06260 -1.83876 -0.267 -0.431 0.360 0.371
H 26.84720 -37.61826 -0.23803 -0.207 -0.254 0.009 0.464
H 27.59242 -36.18657 -1.92900 0.202 0.562 -0.114 0.431
H 26.62049 -35.42862 -0.63763 0.092 1.128 -0.531 0.352
H 25.53774 -33.54194 -3.94596 -0.128 -0.826 -0.547 0.253
H 25.61231 -33.27127 -2.34450 0.945 0.008 0.714 0.374
H 27.11032 -33.78994 -3.32696 0.128 0.117 0.591 0.444
H 25.14022 -36.18527 -4.78231 -0.307 0.560 0.297 0.089
H 26.83561 -36.24083 -4.43882 0.197 0.424 0.150 0.532
H 25.78807 -37.36092 -3.69912 -0.173 -0.019 0.169 0.287
H 21.77793 -35.38137 -1.03359 1.201 0.114 -1.013 -0.244
H 23.04992 -35.11377 0.28231 0.312 0.257 -0.652 0.700
H 22.04395 -36.52128 0.17724 2.972 -3.637 -1.319 -1.114
H 23.40534 -33.78772 -2.75280 0.278 0.384 0.238 0.416
C 22.07565 -32.81418 -4.21898 -0.802 0.496 -1.668 -1.896
C 21.17137 -34.04641 -3.91059 1.217 -0.273 -0.278 0.247
C 20.60219 -33.78908 -2.45893 -2.663 -2.297 -2.278 -1.144
C 19.32584 -34.70811 -2.38916 1.695 0.779 -10.168 0.544
C 18.31245 -34.45114 -3.48406 1.815 -0.270 -0.069 -1.224
C 18.87582 -34.85864 -4.87240 0.444 -0.417 -0.026 0.528
N 20.17898 -34.08730 -5.06748 -3.025 1.748 3.712 0.070
O 20.74102 -34.26124 -6.29419 3.083 4.129 4.030 0.099
C 18.95876 -36.37864 -5.19602 -0.318 -0.308 3.059 -1.336
C 17.75560 -34.46503 -5.85018 9.036 -1.796 5.752 0.344
C 21.86428 -35.42826 -3.86493 -2.346 -0.970 -3.261 -0.942
H 22.57277 -32.87669 -5.18700 0.453 -0.559 0.051 0.215
H 22.79283 -32.37821 -3.52353 -0.184 -0.443 0.395 0.845
H 21.38116 -32.00623 -4.44920 -0.303 0.242 0.417 0.484
H 21.19177 -34.22438 -1.65206 0.652 1.187 -0.646 0.678
H 20.26616 -32.77293 -2.25248 0.273 0.221 -0.063 0.595
H 18.92554 -34.45607 -1.40718 -0.498 5.712 -15.829 -1.479
H 19.53201 -35.77734 -2.43760 0.697 0.243 -0.625 0.034
H 18.07588 -33.38831 -3.53415 -0.273 0.140 -0.055 0.346
H 17.42362 -35.02709 -3.22645 -0.340 -0.087 -0.321 0.735
H 17.91693 -36.67892 -5.30789 0.017 -0.424 -0.133 0.641
H 19.52467 -36.64176 -6.08967 -1.102 0.253 3.721 -0.379
H 19.37037 -36.97618 -4.38260 0.041 -0.031 0.270 0.434
H 16.78388 -34.74380 -5.44254 0.516 -0.152 1.291 0.931
H 17.85619 -33.44188 -6.21229 0.511 -1.043 2.223 -1.598
H 17.87519 -35.02626 -6.77691 2.231 -1.454 1.673 0.603
H 22.90428 -35.42482 -4.19126 -1.622 -0.524 -1.507 1.154
H 21.57105 -36.18038 -4.59734 -1.988 -0.102 0.124 0.865
H 21.92780 -35.87731 -2.87376 -2.245 2.743 -1.335 -0.589
H 20.68660 -33.40344 -6.72175 0.235 0.482 -0.049 0.346
```
Positions in Å, forces in eV/Å.

For the frontier orbital gap, the calculation gives 7.06 eV.

=====

[5]
A 2-piece molecular cluster, C4H12 overall. Source: the OMol25 dataset; level of theory: ωB97M-V/def2-TZVPD.

XYZ file:
```
16
Properties=species:S:1:pos:R:3:forces:R:3:nbo_charge:R:1
C 0.36892 -0.93933 -1.09894 -1.022 0.129 -0.766 -0.615
C 0.20559 -2.45044 -1.20999 -0.731 0.203 1.654 -0.608
H 0.30906 -0.48823 -2.09599 1.040 0.112 0.062 0.203
H -0.51365 -0.46521 -0.67596 -0.175 -0.439 0.497 0.206
H 1.19571 -0.64619 -0.45675 0.306 0.122 -0.507 0.205
H 1.07095 -2.97195 -1.59829 -0.008 -0.041 -0.316 0.206
H 0.03351 -2.79750 -0.17916 0.337 -0.272 -0.181 0.197
H -0.73521 -2.72443 -1.68898 0.309 0.007 -0.541 0.205
C 0.38635 1.72908 1.52983 0.467 0.064 -0.404 -0.608
C -0.92414 1.66347 0.76574 -0.624 0.300 0.242 -0.608
H 0.91486 0.78180 1.40138 -0.051 -0.034 0.344 0.201
H 1.08352 2.47267 1.13186 -0.261 0.151 -0.008 0.202
H 0.24977 1.95357 2.58689 -0.034 -0.200 0.015 0.206
H -1.60554 2.49593 0.97390 0.310 0.112 0.050 0.203
H -1.48606 0.77912 1.07191 0.054 -0.110 -0.176 0.201
H -0.78563 1.64498 -0.31416 0.081 -0.105 0.036 0.205
```
Positions in Å, forces in eV/Å.

As for the SMILES: CC.CC. For the frontier orbital gap, the calculation gives 12.60 eV.

=====

[6]
C12H11O4PTl as an isolated structure. Source: the OMol25 dataset; level of theory: ωB97M-V/def2-TZVPD.

XYZ file:
```
29
Properties=species:S:1:pos:R:3:forces:R:3:nbo_charge:R:1
Tl 0.20316 -0.77377 -2.64421 0.159 0.538 -0.292 0.939
O -0.91919 5.17087 -3.24203 0.382 -4.530 1.605 -0.422
C -0.82671 4.08066 -2.85425 -0.374 4.464 -1.588 0.433
C 2.88166 -0.61451 -3.03985 5.086 -0.982 0.892 0.496
O 3.99566 -0.83069 -2.81566 -4.712 0.976 -1.029 -0.338
C -2.30273 -1.39045 -2.94904 -3.652 -2.136 -0.099 0.467
O -3.28146 -1.97799 -2.90696 2.960 1.869 -0.180 -0.314
C -0.18546 0.49092 -5.52133 -0.312 0.601 -3.554 0.482
O -0.29290 0.73404 -6.63789 0.371 -0.779 3.917 -0.354
C -2.15438 -0.73468 0.41416 -0.082 -0.373 -1.024 -0.959
P -0.60888 0.14203 -0.03542 -0.835 1.131 3.084 1.037
C -0.96223 1.90428 0.40220 0.300 0.459 -1.113 -0.950
C 0.51356 -0.32167 1.35763 1.457 -2.221 -1.472 -0.402
C 1.52377 -1.28719 1.15763 -1.879 1.889 -1.349 -0.096
C 2.28169 -1.76810 2.24206 0.603 -0.906 0.940 0.070
C 1.99420 -1.36375 3.56214 -0.494 0.822 0.486 -0.155
C 0.99631 -0.40363 3.75689 1.285 -1.397 1.413 -0.134
C 0.22872 0.06950 2.68188 -0.447 0.796 -0.451 0.127
H -2.94427 -0.27643 -0.19100 -0.052 -0.160 0.028 0.281
H -2.47439 -0.64729 1.46521 0.544 0.124 -0.217 0.307
H -2.05616 -1.79373 0.13325 -0.211 0.209 0.246 0.270
H -1.78025 2.23884 -0.25765 0.426 0.121 0.141 0.292
H -0.04884 2.50846 0.23534 -0.551 -0.189 -0.130 0.288
H -1.29238 2.10920 1.43734 0.091 -0.712 -0.329 0.293
H 1.71380 -1.64630 0.12943 0.081 0.073 0.816 0.229
H 3.05794 -2.51658 2.06181 -0.111 0.276 0.060 0.276
H 2.56450 -1.78839 4.40286 -0.344 0.325 -0.442 0.301
H 0.76863 -0.07707 4.77928 0.061 -0.012 -0.468 0.293
H -0.59335 0.76340 2.87621 0.250 -0.276 0.109 0.242
```
Positions in Å, forces in eV/Å.

As for the charge: +3. For the frontier orbital gap (spin up / spin down), the calculation gives 6.07 / 5.68 eV.

=====

These records have electronic energy values of -759.8919 -909.8820 -248.3891 -2419.7473 -159.5748 -1277.3926 hartree, in the order they appear.
These records have ΔE to the lowest compared entry with this formula, charge and spin values of 313.89 235.14 360.74 4197.81 26.69 0.00 kJ/mol, in the order they appear.
These records have F_max values of 3.96 5.02 4.05 19.13 1.82 5.26 eV Å⁻¹, in the order they appear.